This record from OMol25 describes a molecular structure, C6H22N8O6Zn in a non-equilibrium geometry. The level of theory is ωB97M-V/def2-TZVPD.

## Properties
<S²> = 0.751
HOMO level (spin up / spin down) = -4.98 / -12.79 eV
2S+1 = 2
Energy relative to the best compared isomer or geometry (same formula, charge and spin) = 0.0 kcal/mol
Kohn-Sham gap (spin up / spin down) = 0.0962 / 0.3804 Eh
Charge = +1

Positions of all 43 atoms, in Å:
1 Zn 0.0383 -0.3119 -0.4373
2 C 2.2124 1.9315 -0.3944
3 O 1.5289 0.9548 -0.1624
4 N 2.0362 3.0712 0.1227
5 N 3.1212 1.8544 -1.2228
6 H 2.7048 3.7651 -0.1799
7 H 1.3370 3.2770 0.8218
8 H 3.5096 0.9686 -1.5136
9 H 3.6905 2.6754 -1.3705
10 C 2.0128 -2.9180 -0.0462
11 O 1.5946 -1.8059 -0.4950
12 N 1.9680 -3.9682 -0.8137
13 N 2.7441 -2.9892 1.0411
14 H 1.9438 -4.8947 -0.4124
15 H 1.5747 -3.8494 -1.7364
16 H 2.9743 -2.1505 1.5546
17 H 3.1195 -3.8989 1.2683
18 C -1.6768 2.3671 0.2596
19 O -1.1988 1.3751 -0.3075
20 N -2.2363 2.4738 1.4299
21 N -1.6828 3.5780 -0.3393
22 H -2.4167 3.4179 1.7402
23 H -2.4580 1.6812 2.0153
24 H -2.1599 4.2898 0.1953
25 H -1.3033 3.7874 -1.2516
26 C -0.9151 -0.7926 2.5018
27 O -0.2038 -0.5466 1.5810
28 N -0.5713 -0.3500 3.6689
29 N -2.0120 -1.4718 2.4745
30 H 0.0546 0.4418 3.6316
31 H -0.9616 -0.5842 4.5705
32 H -2.5924 -1.4007 3.2980
33 H -2.3395 -2.0227 1.6939
34 C -2.0503 -1.0601 -2.0769
35 C -0.9938 -0.5895 -2.9852
36 O 0.0165 0.2592 -2.3866
37 O -1.4745 -1.6125 -0.8798
38 H -2.6680 -1.8312 -2.5372
39 H -2.8007 -0.3477 -1.7340
40 H -1.5453 0.0273 -3.6948
41 H -0.3102 -1.3262 -3.4070
42 H 0.5273 0.5965 -3.1261
43 H -2.1379 -2.0704 -0.3584